An isolated molecule of CH4N2 at a distorted geometry. Source: the Open Molecules 2025 dataset; level of theory: the ωB97M-V functional and the def2-TZVPD basis.

Atoms and positions in Å:
1 H 0.1109 -0.4507 -2.0397
2 N 0.4639 0.1569 -1.2845
3 C -0.2530 -0.0680 -0.2331
4 N 0.1998 0.3270 1.0324
5 H -1.2308 -0.5422 -0.1633
6 H 1.2514 0.3719 0.9679
7 H -0.5422 0.2052 1.7204

Forces on atoms 1 to 3 (eV/Å):
0.0 0.8 0.1
-0.9 -1.5 0.8
1.3 1.0 0.3

## Properties
SMILES = [H]/N=C/N
net charge = 0
ΔE to the lowest compared entry with this formula, charge and spin = 1.542 eV
HOMO energy = -9.190 eV
HOMO-LUMO gap = 10.195 eV
E_tot = -4081.3405 eV
multiplicity = 1